# 1
{
  "formula": "C4H12NS",
  "method": "ωB97M-V with the def2-TZVPD basis set",
  "charge": 1,
  "gap_ev": [7.7, 7.3],
  "de_lowest_kcal_mol": 126.1,
  "species": ["S", "N", "C", "C", "C", "C", "H", "H", "H", "H", "H", "H", "H", "H", "H", "H", "H", "H"],
  "xyz": [[-0.0768, 0.3093, -0.2157], [1.3464, 0.0178, -0.7901], [-0.6398, 1.6828, -1.2139], [-1.1936, -1.9033, -0.0925], [-0.2121, 0.9292, 1.5159], [2.2310, -1.0030, -0.1543], [-1.5547, 1.9523, -0.8653], [0.7158, 0.6074, 1.9041], [-0.6530, -2.4802, -0.9405], [-0.3611, 1.9703, 1.6137], [-2.2961, -1.6546, -0.3804], [-0.8459, -2.2522, 0.9172], [3.1149, -1.2187, -0.7567], [0.0191, 2.5688, -0.9208], [1.6762, -1.9229, 0.0812], [-0.6219, 1.3931, -2.3079], [-1.2051, 0.5052, 1.9231], [2.5642, -0.5101, 0.7559]]
}

# 2
{
  "formula": "C4H12NS2",
  "method": "ωB97M-V with the def2-TZVPD basis set",
  "smiles": "CCSSCC[NH3+]",
  "charge": 1,
  "gap_ev": 9.0,
  "de_lowest_kcal_mol": 30.8,
  "species": ["S", "S", "N", "C", "C", "C", "C", "H", "H", "H", "H", "H", "H", "H", "H", "H", "H", "H", "H"],
  "xyz": [[1.2849, 0.6071, 0.3636], [0.1842, -0.5227, -0.7937], [-1.8464, 1.8663, -1.2493], [1.4825, -0.3792, 1.8839], [-2.4270, 0.4271, -1.2223], [1.8460, -1.8758, 1.6737], [-1.5784, -0.3683, -0.2252], [-1.0439, 2.0227, -0.6254], [2.3232, 0.2188, 2.2246], [-2.0282, -1.3888, -0.3443], [2.9315, -2.0600, 1.5590], [-1.4452, 2.0630, -2.1778], [-1.8363, 0.0711, 0.8280], [1.4957, -2.6050, 2.4706], [1.1892, -2.4204, 0.8999], [-2.5812, 2.5958, -1.2104], [-2.6504, 0.0758, -2.2860], [0.5754, -0.1770, 2.3795], [-3.4496, 0.3655, -0.7530]]
}

# 3
{
  "formula": "C4H12NS2",
  "method": "ωB97M-V with the def2-TZVPD basis set",
  "charge": 1,
  "gap_ev": 9.0,
  "de_lowest_kcal_mol": 54.9,
  "species": ["S", "S", "N", "C", "C", "C", "C", "H", "H", "H", "H", "H", "H", "H", "H", "H", "H", "H", "H"],
  "xyz": [[-0.3719, 0.8722, 0.8962], [2.0159, -0.0507, -1.1367], [4.3297, 0.3419, 0.2530], [-1.8560, -0.0614, 0.4437], [-2.3109, 0.4298, -0.9142], [3.0036, 0.4180, 0.1313], [-1.7059, -1.5742, 0.3709], [4.6908, 0.6877, 1.1317], [-1.4911, -2.0245, -0.4974], [-0.5531, 1.9518, 0.0924], [2.5586, 0.9475, 0.8337], [-2.6357, -2.0960, 0.5725], [4.8056, -0.3316, -0.3209], [-2.2978, 1.4392, -1.1135], [-3.3149, 0.2669, -1.0876], [-1.8412, 0.0010, -1.6702], [-1.0565, -1.8932, 1.2049], [-2.5883, 0.3619, 1.3095], [0.6190, 0.3137, -0.4992]]
}